The following is a quantum chemistry calculation of a structure of composition C24H33Br2N4O8Sr, from the Open Molecules 2025 dataset.

Last column: Mulliken charge in e.
Element x y z (Å)
N (0.07310, -4.38729, 0.54190)  -0.088
H (0.06059, -4.77640, -0.40057)  0.381
H (0.80400, -4.83329, 1.09869)  0.263
H (-0.84179, -4.57759, 0.95375)  0.363
H (0.07000, -3.33472, 0.62333)  0.060
Sr (-2.91473, -2.02511, 2.01182)  1.630
C (-3.47304, -1.33058, -1.80295)  -0.422
C (-4.82628, -1.80803, -1.24141)  -0.471
O (-4.77747, -2.02734, 0.13357)  -0.822
H (-3.59536, -1.14881, -2.87845)  0.382
H (-2.67887, -2.07714, -1.71246)  0.113
H (-3.08618, -0.37199, -1.44504)  -0.140
H (-5.00403, -2.77958, -1.72118)  0.260
H (-5.61912, -1.13764, -1.58720)  0.308
C (0.52250, -0.42339, -0.72546)  -0.162
C (0.23985, -0.71437, 0.73827)  0.364
O (-0.64736, -1.77790, 0.94012)  -0.891
H (-0.27243, 0.10184, -1.25959)  -0.143
H (0.72973, -1.34758, -1.26981)  -0.460
H (1.36867, 0.25757, -0.85442)  0.599
H (-0.20836, 0.21258, 1.12755)  -0.045
H (1.18169, -0.75574, 1.29656)  -0.077
Br (2.30902, -3.35510, -2.41712)  -0.154
C (1.69242, -2.16982, -3.90784)  -0.585
C (0.31736, -2.65172, -4.33505)  -0.213
Br (-0.48140, -1.36067, -5.59162)  -0.133
H (2.44022, -2.17837, -4.69560)  0.429
H (1.75802, -1.22452, -3.37902)  0.327
H (-0.33425, -2.53123, -3.47407)  -0.008
H (0.43376, -3.68209, -4.65562)  0.421
C (0.77665, 2.94396, 3.17079)  -0.690
C (0.20500, 3.26271, 1.91731)  -0.115
C (0.73778, 4.27393, 1.12798)  -0.431
C (1.75999, 5.05256, 1.62383)  0.019
C (2.27613, 4.80234, 2.89331)  -0.495
C (1.84219, 3.71658, 3.61403)  -0.339
N (2.44644, 6.05047, 0.77734)  1.008
O (1.96905, 6.27361, -0.31188)  -0.600
O (3.46319, 6.55612, 1.16451)  -0.583
H (0.28039, 2.18178, 3.75442)  0.402
H (-0.63195, 2.71545, 1.50496)  0.448
H (0.35229, 4.45289, 0.13253)  0.567
H (3.12435, 5.39051, 3.21688)  0.448
H (2.36434, 3.50212, 4.53723)  0.376
C (-2.81459, 2.74942, -1.12137)  0.085
C (-3.61226, 3.83852, -0.79579)  -0.800
C (-3.42025, 5.03733, -1.46837)  -0.270
C (-2.48518, 5.16489, -2.48135)  -0.119
C (-1.69367, 4.04168, -2.80112)  -0.402
C (-1.79788, 2.88119, -2.08736)  -0.302
N (-2.42802, 6.38051, -3.26945)  0.972
O (-1.66812, 6.39513, -4.21145)  -0.587
O (-3.20816, 7.27577, -3.02000)  -0.589
H (-2.99222, 1.83981, -0.56253)  0.356
H (-4.28242, 3.67284, 0.03546)  0.389
H (-4.08717, 5.88782, -1.37969)  0.477
H (-0.90151, 4.32594, -3.48576)  0.431
H (-1.10324, 2.08224, -2.30666)  0.340
C (3.38179, -5.31436, 1.19634)  -0.267
C (3.03485, -3.95313, 1.19875)  -0.704
C (2.62612, -3.35731, 2.38453)  -0.566
C (2.63853, -4.10415, 3.56429)  0.322
C (2.95552, -5.44962, 3.58176)  -0.578
C (3.32041, -6.01951, 2.38091)  -0.311
N (2.26384, -3.46954, 4.83688)  0.992
O (2.24287, -2.26089, 4.91708)  -0.575
O (1.98778, -4.20266, 5.76987)  -0.580
H (3.85794, -5.62192, 0.27416)  0.421
H (3.00818, -3.37875, 0.28351)  0.330
H (2.29800, -2.32915, 2.45689)  0.555
H (2.94827, -6.04553, 4.48141)  0.478
H (3.72445, -7.02551, 2.39479)  0.400

Cartesian forces, eV/Å:
-0.9 -0.6 0.4
0.3 0.4 -0.2
0.2 0.1 0.0
0.2 -0.6 -0.1
0.1 1.2 -0.4
-0.8 0.7 -2.8
-0.3 0.3 -1.0
1.4 -0.6 0.3
1.5 0.3 2.0
0.1 -0.2 -0.1
-0.1 -0.1 0.3
-0.2 -0.1 0.5
-0.2 0.0 -0.3
-0.1 0.2 0.4
0.2 0.1 -0.6
-0.6 1.4 -0.1
-0.7 -1.5 0.8
-0.4 -0.3 0.3
0.1 0.0 0.0
0.2 -0.2 0.2
-0.1 0.0 0.2
0.1 -0.6 0.0
0.0 -0.2 -0.5
0.2 0.1 0.4
0.5 1.2 0.9
0.5 -0.7 0.1
0.0 -0.3 0.1
-0.5 0.2 -0.4
-0.1 -0.5 0.0
-0.6 0.1 -0.5
-0.9 0.7 -1.3
0.6 -0.1 0.6
-0.3 0.1 -0.4
0.4 -0.4 0.9
0.7 0.3 -1.0
-0.2 -0.3 0.7
-0.5 -0.2 -0.6
-0.6 -0.1 -0.4
0.7 0.2 0.9
0.4 -0.2 0.2
0.0 -0.1 0.2
0.0 0.1 0.0
-0.1 0.0 0.1
-0.2 -0.1 0.1
0.5 0.5 -0.1
0.9 -0.6 -0.1
-0.9 1.0 -0.7
-0.4 -2.5 1.1
0.7 2.7 -0.1
-0.6 -0.6 0.3
-0.4 0.4 -0.8
0.5 -0.1 -0.1
0.0 0.0 0.5
0.3 -0.2 -0.2
-0.4 0.5 -0.2
0.0 -0.1 0.6
0.0 -0.9 -0.3
-0.1 -0.2 0.0
0.4 1.8 -0.3
-0.6 -0.3 0.5
0.0 0.0 0.7
-0.2 -0.1 -0.4
-0.2 0.3 -0.1
1.0 -1.1 -0.4
-0.3 0.0 0.9
0.0 0.2 -0.6
0.1 -0.2 -0.4
-0.3 -0.8 0.1
0.3 0.1 0.0
0.2 0.1 -0.2
0.0 0.2 0.1
-0.3 -0.1 0.0

Computed properties:
ΔE to the lowest compared entry with this formula, charge and spin = 2.527 eV
Charge = +1
Spin multiplicity = 1
Maximum force = 0.0574 hartree/bohr

***

The following is a quantum chemistry calculation of a structure of composition C24H33Br2N9OPRuS, from the Open Molecules 2025 dataset.

Last column: Mulliken charge in e.
Element x y z (Å)
Ru (-0.22600, -0.06925, -0.24119)  0.234
C (-0.85754, -6.09483, -1.72123)  -1.296
C (0.11015, -5.20141, -1.04542)  0.870
N (1.22643, -5.55079, -0.50432)  -0.799
N (1.75481, -4.39061, -0.02132)  0.282
C (1.00828, -3.31488, -0.25980)  0.322
S (1.45690, -1.72897, 0.18847)  -0.480
N (-0.07002, -3.82636, -0.91485)  0.573
N (-1.15688, -3.08449, -1.35498)  -0.810
H (-0.44082, -7.09769, -1.75307)  0.370
H (-1.05152, -5.76162, -2.74189)  0.312
H (-1.80675, -6.12686, -1.18399)  0.308
H (2.63849, -4.40738, 0.46456)  0.210
H (-1.26199, -3.20830, -2.35759)  0.243
H (-1.99736, -3.42115, -0.89927)  0.018
Br (0.38863, 1.43574, 4.50364)  -0.126
C (1.42925, 1.94545, 3.02060)  -0.303
C (2.49468, 2.84849, 3.19923)  -0.384
C (3.25918, 3.24777, 2.13970)  -0.072
Br (4.67926, 4.44931, 2.42624)  -0.172
C (2.97227, 2.77697, 0.83329)  0.580
C (3.66114, 3.14930, -0.33961)  -0.739
C (3.24103, 2.67347, -1.55032)  -1.321
C (2.14092, 1.80402, -1.60664)  -0.417
N (1.50120, 1.39867, -0.53048)  0.876
C (1.89695, 1.87854, 0.68333)  0.114
C (1.12991, 1.43726, 1.78078)  -0.194
O (0.14248, 0.57177, 1.56533)  0.096
H (2.70013, 3.22741, 4.19055)  0.478
H (4.50735, 3.81928, -0.26974)  0.372
H (3.73875, 2.95920, -2.46571)  0.475
H (1.77797, 1.45691, -2.56178)  0.779
C (-3.10587, -2.29867, 0.51231)  -1.674
P (-2.00109, -0.96337, 1.06567)  1.831
C (-3.14705, 0.32854, 1.60471)  -1.470
C (-1.36986, -1.64497, 2.61852)  -1.231
H (-3.87350, -2.44686, 1.27262)  0.565
H (-2.55689, -3.23563, 0.41081)  0.458
H (-3.60049, -2.04985, -0.42800)  0.450
H (-3.80368, -0.07968, 2.37305)  0.625
H (-3.74989, 0.68611, 0.76971)  0.330
H (-2.57414, 1.15775, 2.01881)  0.323
H (-2.21141, -1.90139, 3.26363)  0.505
H (-0.74144, -0.90864, 3.10858)  0.049
H (-0.77547, -2.53838, 2.42523)  0.326
C (-1.88387, 4.93469, -1.46570)  -1.637
C (-2.78069, 3.87079, -0.81543)  1.915
C (-3.25989, 4.32830, 0.56859)  -1.556
C (-3.96991, 3.52879, -1.72629)  -1.567
C (-1.98286, 2.64269, -0.64804)  -0.268
N (-1.35977, 1.69214, -0.50712)  -0.268
H (-2.47123, 5.84016, -1.61279)  0.434
H (-1.51341, 4.60274, -2.43569)  0.368
H (-1.03284, 5.17562, -0.82891)  0.406
H (-3.82195, 5.25382, 0.45041)  0.441
H (-2.41917, 4.51978, 1.23545)  0.378
H (-3.91185, 3.58688, 1.03086)  0.365
H (-4.56933, 4.42694, -1.86904)  0.443
H (-4.60435, 2.76127, -1.28144)  0.345
H (-3.63300, 3.18558, -2.70520)  0.391
N (1.61605, -2.20740, -4.83069)  -0.428
C (0.63433, -1.47292, -4.26194)  0.085
C (0.83117, -0.79009, -3.04409)  -0.539
N (-0.14801, -0.10263, -2.47485)  0.790
C (-1.33598, -0.05403, -3.10216)  -0.585
C (-1.52086, -0.73759, -4.28980)  -0.574
N (-0.56128, -1.46276, -4.85343)  -0.598
H (2.57226, -2.11637, -4.53634)  0.215
H (1.44026, -2.59976, -5.74153)  0.283
H (1.78973, -0.80948, -2.54084)  0.713
H (-2.11449, 0.54441, -2.65492)  0.531
H (-2.47317, -0.70941, -4.80544)  0.435

Cartesian forces, eV/Å:
1.5 1.9 0.2
0.0 0.0 0.0
0.0 0.0 0.0
0.0 0.0 0.0
0.1 0.0 0.0
-0.1 0.0 0.1
-0.4 -0.1 -0.2
0.1 -0.1 0.1
0.3 0.0 -0.6
0.0 0.0 0.0
0.0 0.0 0.0
0.0 0.0 0.0
0.0 0.0 0.0
0.1 0.0 -0.1
0.4 0.0 -0.6
0.0 0.0 0.0
-0.1 0.0 0.1
0.0 0.0 0.0
0.0 0.0 0.0
0.0 0.0 0.0
0.0 0.0 0.0
0.0 0.0 0.0
0.0 0.0 0.0
0.0 0.1 0.1
-0.1 -0.6 -0.2
0.0 0.0 -0.1
0.1 -0.2 0.0
-0.6 0.2 0.3
0.0 0.0 0.0
0.0 0.0 0.0
0.0 0.0 0.0
0.0 0.0 0.0
-0.4 0.1 0.2
0.3 -0.3 -0.1
0.0 0.0 -0.1
0.0 -0.1 0.0
0.0 0.0 0.0
-0.4 0.2 0.8
0.0 0.0 0.0
0.0 0.0 0.0
0.0 0.0 0.0
0.0 0.0 0.0
0.0 0.0 0.0
0.0 0.0 0.0
0.0 0.0 0.0
0.1 0.0 0.0
0.0 0.0 -0.1
0.0 -0.1 0.0
0.0 0.0 0.0
0.1 0.1 0.1
-0.2 -0.5 0.0
0.0 0.0 0.0
0.0 0.0 0.0
0.0 0.0 0.0
0.0 0.0 0.0
0.0 0.0 0.0
0.0 0.0 0.0
0.0 0.0 0.0
0.0 0.0 0.0
0.0 0.0 0.0
0.0 0.0 0.0
-0.1 0.1 -0.1
0.2 0.1 0.0
-0.9 -1.0 0.3
0.0 0.2 -0.1
0.1 0.0 -0.1
0.0 0.0 0.0
0.0 0.0 0.0
0.0 0.0 0.0
-0.1 -0.1 0.1
0.0 -0.1 0.1
0.0 0.0 0.0

Computed properties:
ΔE to the lowest compared entry with this formula, charge and spin = 0.990 eV
Charge = +2
Expectation value of S² = 0.76
Spin multiplicity = 2
Maximum force = 0.0473 hartree/bohr

***

- What is the charge in the second record?
  +2